Molecular formula: C27H69AlBN2O
Method: DFT, the ωB97M-V functional and the def2-TZVPD basis

XYZ file:
```
101
Properties=species:S:1:pos:R:3:mulliken_charge:R:1
N 9.83 -1.37 -5.46 -0.69
C 9.08 -1.35 -6.74 -0.39
C 7.88 -0.40 -6.68 -0.72
C 6.51 -1.10 -6.81 -0.68
Al 5.00 -0.29 -5.70 0.19
B 3.18 -1.29 -6.28 0.14
N 3.10 -2.70 -6.58 -0.53
O 1.96 -0.61 -6.41 -0.64
H 9.18 -1.57 -4.71 0.23
H 10.49 -2.13 -5.49 0.21
H 9.78 -1.02 -7.51 0.32
H 8.75 -2.35 -7.01 0.32
H 7.97 0.27 -7.53 0.19
H 7.95 0.18 -5.77 0.40
H 6.62 -2.13 -6.45 0.28
H 6.26 -1.18 -7.86 0.35
H 4.86 1.32 -5.94 -0.32
H 5.25 -0.58 -4.11 -0.28
H 3.94 -3.07 -7.00 0.24
H 2.28 -2.93 -7.13 0.21
H 2.15 0.32 -6.20 0.26
C 3.93 2.96 -3.41 -1.16
C 3.11 1.95 -2.62 0.00
C 1.69 2.42 -2.30 -0.63
C 1.60 3.68 -1.44 -0.78
C 2.31 3.58 -0.09 -0.52
C 1.75 2.49 0.81 -0.90
H 4.08 3.89 -2.86 0.34
H 4.91 2.54 -3.65 0.28
H 3.44 3.19 -4.36 0.26
H 3.64 1.69 -1.69 0.20
H 3.05 1.02 -3.19 0.09
H 1.15 1.61 -1.81 0.17
H 1.16 2.61 -3.24 0.41
H 0.54 3.91 -1.27 0.37
H 2.01 4.53 -2.00 0.32
H 2.22 4.55 0.42 0.38
H 3.38 3.42 -0.25 0.30
H 0.69 2.65 1.00 0.19
H 2.27 2.48 1.77 0.42
H 1.88 1.50 0.36 0.18
C -0.33 -0.89 6.83 -1.51
C -0.55 -0.91 5.32 -0.07
C 0.22 0.16 4.57 -0.03
C -0.14 1.60 4.93 -0.91
C -1.62 1.96 4.74 -0.50
C -2.09 1.83 3.30 -0.33
H -0.68 0.04 7.27 0.32
H -0.88 -1.71 7.31 0.43
H 0.73 -1.01 7.07 0.31
H -1.62 -0.83 5.10 0.31
H -0.24 -1.89 4.93 0.14
H 0.08 0.01 3.49 -0.25
H 1.29 0.02 4.75 0.46
H 0.47 2.27 4.31 0.35
H 0.14 1.81 5.96 0.33
H -1.76 2.99 5.07 0.42
H -2.24 1.34 5.39 0.22
H -1.50 2.47 2.64 0.27
H -3.14 2.14 3.21 0.02
H -2.02 0.81 2.94 -0.03
C -8.99 1.44 0.26 -1.19
C -8.97 1.97 1.69 -0.36
C -7.79 2.91 1.97 -0.79
C -6.41 2.27 1.82 -0.61
C -6.18 1.03 2.69 -0.34
C -6.26 1.32 4.19 -1.26
H -8.11 0.83 0.05 0.28
H -9.86 0.81 0.10 0.38
H -9.02 2.25 -0.46 0.29
H -8.97 1.14 2.40 0.23
H -9.90 2.52 1.88 0.37
H -7.90 3.31 2.98 0.31
H -7.85 3.77 1.30 0.39
H -5.65 3.02 2.06 0.33
H -6.25 2.00 0.77 0.36
H -5.18 0.64 2.46 0.25
H -6.89 0.24 2.43 0.38
H -5.54 2.09 4.48 0.27
H -6.05 0.42 4.77 0.37
H -7.25 1.67 4.48 0.37
C -2.04 -6.03 0.48 -1.20
C -0.61 -5.52 0.57 -0.48
C -0.30 -4.78 1.87 -0.82
C -1.14 -3.52 2.10 0.22
C -1.04 -2.46 0.99 -0.38
C 0.37 -1.91 0.81 -0.93
H -2.76 -5.21 0.49 0.29
H -2.20 -6.59 -0.45 0.39
H -2.27 -6.70 1.31 0.29
H -0.39 -4.88 -0.29 0.25
H 0.08 -6.37 0.48 0.39
H 0.76 -4.52 1.88 0.36
H -0.46 -5.46 2.71 0.43
H -0.83 -3.07 3.04 -0.44
H -2.19 -3.79 2.23 0.34
H -1.71 -1.64 1.25 0.18
H -1.40 -2.87 0.05 0.39
H 0.75 -1.47 1.74 0.14
H 0.39 -1.13 0.04 0.23
H 1.08 -2.68 0.50 0.38
```

The calculated total energy is -41422.9710 eV. Its orbital gap is 5.935 eV. The lowest unoccupied orbital energy comes out at 1.982 eV. Its total charge is -1.

Molecular formula: C27H69BrN3O8P2
Method: DFT, the ωB97M-V functional and the def2-TZVPD basis

XYZ file:
```
110
Properties=species:S:1:pos:R:3:mulliken_charge:R:1
C 3.68 1.47 0.92 -0.65
C 4.25 1.81 -0.43 0.44
O 3.54 2.27 -1.29 -0.55
N 5.63 1.57 -0.72 0.27
C 6.52 1.68 0.43 -1.28
C 5.88 0.26 -1.40 -1.08
C 4.85 -0.19 -2.44 0.48
C 4.03 -1.44 -2.02 -0.78
C 2.56 -1.14 -1.77 -0.74
P 1.54 -2.63 -1.05 0.02
C 2.70 -2.79 0.50 -0.52
C 2.01 -3.29 1.76 -0.51
C 2.97 -3.80 2.83 -0.87
N 3.73 -2.71 3.48 -0.69
C 0.32 -1.41 -0.18 -0.94
C -0.99 -2.05 0.30 -0.68
C -2.25 -1.19 0.10 -0.38
C -2.07 0.30 0.42 -0.90
N -3.25 0.88 1.12 0.38
C -3.69 2.17 0.56 -0.94
C -3.17 0.92 2.50 0.38
C -2.32 -0.12 3.19 -1.12
O -3.80 1.74 3.16 -0.62
P 0.37 -2.64 -3.08 -0.05
O -0.60 -1.26 -3.11 -0.44
Br -1.32 -4.13 -2.77 -0.37
H 2.80 2.09 1.07 0.34
H 3.36 0.42 0.92 -0.11
H 4.37 1.63 1.75 0.46
H 6.31 0.94 1.22 0.47
H 6.47 2.68 0.86 0.34
H 7.54 1.50 0.08 0.33
H 6.85 0.39 -1.89 0.42
H 6.03 -0.52 -0.64 0.40
H 4.18 0.62 -2.72 0.46
H 5.41 -0.46 -3.33 -0.58
H 4.09 -2.18 -2.83 0.35
H 4.51 -1.90 -1.15 0.08
H 2.14 -0.79 -2.72 0.47
H 2.44 -0.29 -1.08 -0.08
H 0.76 -3.78 -0.59 0.46
H 2.42 -3.54 -1.82 0.26
H 3.21 -1.84 0.71 -0.11
H 3.48 -3.51 0.22 0.46
H 1.45 -2.46 2.22 0.04
H 1.26 -4.06 1.51 0.47
H 2.42 -4.34 3.61 0.36
H 3.68 -4.49 2.36 0.33
H 4.70 -2.75 3.18 0.29
H 3.38 -1.82 3.16 0.27
H 0.12 -0.54 -0.82 0.64
H 0.86 -1.01 0.69 0.60
H -1.14 -3.01 -0.21 0.40
H -0.90 -2.29 1.36 0.00
H -3.03 -1.55 0.78 0.05
H -2.65 -1.32 -0.91 0.32
H -1.96 0.85 -0.52 0.57
H -1.16 0.49 0.99 0.32
H -3.90 2.02 -0.50 0.38
H -2.92 2.93 0.68 0.40
H -4.61 2.49 1.04 0.11
H -2.79 -0.35 4.15 0.38
H -2.17 -1.03 2.62 0.28
H -1.34 0.32 3.39 0.36
H -0.04 -0.49 -2.94 0.32
C -6.45 3.94 3.20 -0.72
C -7.08 4.66 2.02 -0.31
O -7.26 3.78 0.91 -0.53
H -5.49 3.51 2.92 0.15
H -6.30 4.61 4.04 0.36
H -7.09 3.11 3.53 0.19
H -6.44 5.46 1.68 0.33
H -8.05 5.10 2.30 0.23
H -7.81 3.05 1.20 0.30
C 4.42 2.43 -5.51 -0.98
C 5.76 1.72 -5.47 0.07
O 6.67 2.34 -4.56 -0.60
H 4.55 3.48 -5.80 0.31
H 3.74 1.96 -6.22 0.32
H 3.95 2.41 -4.52 0.19
H 6.24 1.75 -6.45 0.41
H 5.62 0.67 -5.19 -0.05
H 6.27 2.32 -3.68 0.34
C 8.08 -2.63 -5.59 -1.14
C 7.87 -2.38 -4.11 -0.14
O 6.60 -2.82 -3.65 -0.41
H 7.30 -2.13 -6.17 0.29
H 9.05 -2.25 -5.92 0.35
H 8.03 -3.69 -5.81 0.35
H 7.91 -1.31 -3.90 0.15
H 8.67 -2.86 -3.53 0.33
H 6.53 -3.77 -3.81 0.26
C -10.33 3.90 3.77 -0.87
C -10.68 3.04 2.57 -0.30
O -10.14 1.72 2.67 -0.47
H -9.25 3.94 3.89 0.08
H -10.71 4.91 3.64 0.31
H -10.75 3.49 4.69 0.42
H -10.24 3.46 1.66 0.25
H -11.76 2.99 2.43 0.31
H -10.50 1.31 3.46 0.28
C -7.24 -1.27 2.58 -0.84
C -6.05 -2.09 3.05 -0.34
O -4.97 -2.04 2.14 -0.45
H -7.58 -1.62 1.60 0.27
H -8.08 -1.34 3.28 0.36
H -6.97 -0.21 2.49 0.18
H -6.32 -3.14 3.14 0.30
H -5.73 -1.74 4.04 0.25
H -4.71 -1.11 2.05 0.07
```

The calculated total energy is -138587.2859 eV. Its orbital gap is 5.452 eV. The lowest unoccupied orbital energy comes out at 2.030 eV. Its total charge is -1.

Molecular formula: C27H69N3O9
Method: DFT, the ωB97M-V functional and the def2-TZVPD basis

XYZ file:
```
108
Properties=species:S:1:pos:R:3:mulliken_charge:R:1
C -3.47 -5.87 1.07 -0.62
O -4.31 -5.06 0.25 -0.37
C -3.93 -5.01 -1.11 -0.34
C -4.24 -6.28 -1.83 -0.76
N -5.63 -6.66 -1.71 -0.22
C -6.23 -7.02 -2.99 -0.50
C -7.70 -7.25 -2.81 -0.46
O -8.35 -7.69 -4.00 -0.36
C -8.12 -6.95 -5.17 -0.70
H -2.52 -5.35 1.25 0.21
H -3.33 -6.87 0.66 0.29
H -3.99 -6.01 2.02 0.26
H -2.87 -4.75 -1.23 0.26
H -4.46 -4.19 -1.60 0.32
H -3.57 -7.10 -1.51 0.28
H -3.91 -6.19 -2.88 0.37
H -6.14 -5.93 -1.24 0.23
H -5.75 -7.89 -3.43 0.27
H -6.04 -6.18 -3.68 0.36
H -8.16 -6.32 -2.43 0.32
H -7.84 -8.04 -2.08 0.32
H -8.01 -5.87 -4.97 0.32
H -9.02 -7.03 -5.79 0.26
H -7.27 -7.30 -5.75 0.24
C 1.91 0.12 4.62 -0.39
O 1.50 1.12 5.55 -0.46
C 0.45 1.95 5.06 -0.47
C 0.86 2.77 3.85 -0.03
N -0.23 3.72 3.52 -0.03
C 0.09 4.80 2.56 -1.03
C 0.83 4.32 1.35 -0.04
O 2.18 4.08 1.70 -0.39
C 2.90 3.16 0.89 -0.45
H 2.50 0.57 3.81 0.17
H 1.02 -0.34 4.16 0.08
H 2.48 -0.61 5.17 0.32
H 0.24 2.61 5.91 0.36
H -0.46 1.33 4.94 0.19
H 1.05 2.17 2.97 -0.28
H 1.76 3.33 4.14 0.42
H -0.57 4.19 4.36 0.24
H 0.54 5.68 3.05 0.39
H -0.85 5.23 2.18 0.43
H 0.91 5.08 0.56 0.53
H 0.25 3.47 0.98 -0.04
H 2.65 3.21 -0.19 0.28
H 2.77 2.14 1.27 0.07
H 3.97 3.39 0.92 0.33
C 3.68 -0.04 0.01 -0.61
O 4.91 0.57 -0.21 -0.36
C 5.05 1.05 -1.56 -0.30
C 6.53 1.30 -1.72 -0.36
N 6.83 1.88 -3.04 -0.35
C 8.24 1.92 -3.36 -0.93
C 9.11 2.66 -2.35 -0.45
O 8.63 3.94 -2.24 -0.32
C 9.08 4.54 -1.06 -0.70
H 2.84 0.53 -0.40 0.11
H 3.51 -0.05 1.09 0.24
H 3.65 -1.04 -0.42 0.44
H 4.48 1.98 -1.63 0.12
H 4.70 0.24 -2.20 0.33
H 7.01 0.33 -1.56 0.28
H 6.90 1.96 -0.92 0.14
H 6.56 2.86 -3.02 0.33
H 8.31 2.55 -4.26 0.37
H 8.70 0.96 -3.59 0.40
H 10.16 2.64 -2.69 0.43
H 9.05 2.13 -1.38 0.37
H 8.73 5.56 -1.07 0.25
H 10.17 4.57 -1.02 0.29
H 8.67 3.99 -0.21 0.29
C -0.64 -1.67 0.01 -1.58
C -1.07 -0.33 0.51 0.86
C -1.37 -0.26 2.02 -1.08
O 0.02 0.57 0.14 -0.26
H 0.10 -2.07 0.72 0.49
H -0.06 -1.65 -0.91 0.35
H -1.48 -2.35 -0.12 0.22
H -1.98 0.02 0.00 0.12
H -0.96 -1.07 2.62 0.36
H -2.46 -0.30 2.16 0.37
H -1.10 0.71 2.42 0.03
H -0.08 1.38 0.64 -0.02
C -1.22 -0.41 -3.17 -0.92
C 0.00 0.31 -3.71 0.66
C -0.33 1.68 -4.30 -1.47
O 1.03 0.38 -2.69 -0.38
H -1.06 -1.48 -3.30 0.26
H -2.12 -0.21 -3.77 0.44
H -1.47 -0.14 -2.15 -0.05
H 0.48 -0.25 -4.52 0.25
H -0.79 1.56 -5.29 0.41
H 0.58 2.25 -4.52 0.36
H -1.01 2.31 -3.72 0.31
H 0.62 0.61 -1.84 0.13
C -3.62 2.26 5.06 -1.10
C -3.87 2.97 3.73 0.31
C -3.81 4.50 3.81 -1.13
O -2.88 2.52 2.77 -0.46
H -4.50 2.28 5.70 0.41
H -2.77 2.74 5.54 0.18
H -3.39 1.22 4.86 0.25
H -4.82 2.70 3.27 0.37
H -4.64 4.98 4.32 0.41
H -3.84 4.83 2.77 0.30
H -2.87 4.83 4.25 0.20
H -2.00 2.89 3.13 0.19
```

The calculated total energy is -52010.7567 eV. Its orbital gap is 9.371 eV. The lowest unoccupied orbital energy comes out at 0.616 eV. Its total charge is 0. As for the relative energy (zero: lowest compared OMol25 entry of this formula, charge and spin): 54.3 kcal per mole.

Molecular formula: C27H69O23P5
Method: DFT, the ωB97M-V functional and the def2-TZVPD basis

XYZ file:
```
124
Properties=species:S:1:pos:R:3:mulliken_charge:R:1
C 19.30 15.07 -20.39 -0.26
O 18.51 16.12 -21.00 -0.31
P 16.94 16.28 -20.69 0.89
O 16.34 17.51 -21.25 -0.77
O 16.27 14.86 -21.16 -0.35
C 15.08 14.86 -21.86 -0.77
O 16.87 16.17 -19.09 0.19
C 15.60 15.86 -18.56 -0.41
H 18.63 14.28 -20.03 0.25
H 19.89 15.60 -19.64 -0.06
H 19.93 14.57 -21.13 0.30
H 15.23 14.06 -22.59 0.24
H 14.81 15.81 -22.33 0.37
H 14.25 14.76 -21.16 0.27
H 14.72 16.33 -18.99 0.35
H 15.55 16.21 -17.53 -0.14
H 15.54 14.77 -18.53 0.30
C 23.85 24.86 -15.10 -0.64
O 22.81 24.30 -14.31 -0.36
P 21.75 23.27 -15.04 0.45
O 22.17 22.73 -16.34 -0.04
O 21.45 22.16 -13.89 -0.35
C 22.11 20.95 -13.84 -0.46
O 20.36 24.20 -15.13 -0.34
C 19.29 23.66 -15.88 -0.43
H 24.20 24.16 -15.86 0.21
H 24.75 25.00 -14.51 0.28
H 23.58 25.77 -15.63 0.31
H 22.84 20.81 -14.63 0.31
H 21.47 20.08 -13.86 0.02
H 22.67 20.95 -12.90 0.41
H 18.37 23.88 -15.32 0.34
H 19.30 22.57 -15.86 0.11
H 19.18 24.07 -16.88 0.18
C 22.81 12.23 -14.13 -0.56
O 23.33 12.39 -15.48 -0.42
P 24.09 13.73 -15.96 0.81
O 25.27 14.15 -15.13 -0.71
O 22.85 14.82 -15.99 0.14
C 21.71 14.52 -16.70 -0.65
O 24.31 13.37 -17.52 -0.37
C 24.91 14.36 -18.33 -0.77
H 22.98 11.21 -13.80 0.35
H 21.73 12.35 -14.22 0.23
H 23.17 12.92 -13.36 0.22
H 21.47 15.41 -17.28 -0.03
H 20.88 14.34 -16.02 0.28
H 21.74 13.62 -17.31 0.53
H 25.55 13.96 -19.12 0.31
H 25.56 15.05 -17.79 0.35
H 24.05 14.82 -18.80 0.27
C 14.17 15.55 -14.09 -0.68
O 14.89 16.68 -13.58 -0.29
P 16.50 16.45 -13.25 0.57
O 16.72 15.14 -12.60 -0.69
O 17.22 16.60 -14.70 0.22
C 17.04 17.74 -15.49 -0.25
O 16.97 17.76 -12.39 -0.24
C 16.30 18.11 -11.18 -0.74
H 13.55 15.12 -13.31 0.24
H 14.84 14.79 -14.49 0.33
H 13.57 16.01 -14.88 0.24
H 17.78 18.49 -15.20 0.12
H 16.08 18.27 -15.49 0.43
H 17.16 17.55 -16.56 -0.14
H 15.76 19.06 -11.24 0.25
H 16.99 18.12 -10.33 0.28
H 15.56 17.33 -11.01 0.33
C 19.84 23.02 -19.83 -0.79
O 20.67 22.28 -20.78 -0.12
P 21.97 23.05 -21.44 0.90
O 21.95 24.54 -21.39 -0.74
O 23.21 22.40 -20.63 -0.30
C 23.13 22.40 -19.21 -0.57
O 22.14 22.42 -22.96 -0.32
C 21.11 22.60 -23.97 -0.74
H 20.15 24.02 -19.54 0.40
H 19.63 22.42 -18.94 0.13
H 18.84 23.17 -20.25 0.41
H 22.55 23.26 -18.89 0.32
H 24.08 22.60 -18.73 0.51
H 22.70 21.50 -18.77 0.02
H 20.25 23.11 -23.56 0.30
H 20.76 21.61 -24.28 0.29
H 21.40 23.05 -24.92 0.30
C 21.52 16.82 -12.66 -0.27
C 20.20 16.20 -13.04 0.70
C 20.21 14.94 -12.19 -0.79
O 21.54 14.48 -12.36 -0.40
C 22.40 15.57 -12.43 -0.49
H 21.40 17.40 -11.75 0.44
H 21.87 17.48 -13.45 -0.19
H 20.22 16.04 -14.12 -0.20
H 19.43 16.86 -12.64 0.04
H 19.48 14.23 -12.59 0.34
H 20.03 15.05 -11.12 0.33
H 23.07 15.47 -13.29 0.27
H 23.01 15.67 -11.53 0.26
C 23.77 18.96 -21.22 -0.02
C 24.40 17.61 -21.51 -0.37
C 24.57 17.49 -22.99 -0.54
O 24.85 18.85 -23.30 -0.49
C 24.14 19.79 -22.47 -0.12
H 24.02 19.30 -20.22 0.28
H 22.70 18.75 -21.24 -0.04
H 23.82 16.81 -21.05 0.16
H 25.41 17.59 -21.10 0.26
H 23.67 17.18 -23.51 0.28
H 25.41 16.87 -23.32 0.29
H 23.27 20.28 -22.90 0.16
H 24.93 20.50 -22.22 0.19
C 21.30 19.09 -18.34 0.75
C 21.55 19.32 -16.88 -0.44
C 20.87 18.14 -16.13 0.80
O 20.12 17.47 -17.22 -0.02
C 19.99 18.30 -18.36 -0.89
H 22.12 18.41 -18.59 -0.27
H 21.33 19.93 -19.02 0.12
H 21.24 20.31 -16.55 -0.52
H 22.62 19.28 -16.65 0.54
H 20.15 18.55 -15.42 -0.13
H 21.58 17.44 -15.69 -0.55
H 19.18 18.98 -18.13 0.16
H 19.68 17.83 -19.29 0.30
```

The calculated total energy is -122662.0586 eV. Its orbital gap is 9.575 eV. The lowest unoccupied orbital energy comes out at 0.201 eV. Its total charge is 0.